27
Properties=species:S:1:pos:R:3:forces:R:3:nbo_charge:R:1 method="wB97M-V/def2-TZVPD" homo_lumo_gap_ev=8.6 smiles="C=C(Sc1ccccc1C)c1ncc[nH]1" spin_multiplicity=1 lumo_energy_ev=0.6 e_tot_ha=-972.16309
C 1.419 0.747 0.909 -0.2685 0.1780 -0.0173 -0.38
C 0.132 1.085 0.829 0.3725 -1.0806 -0.4390 -0.19
S -1.103 0.116 -0.025 0.0459 -0.0299 -0.0540 0.21
C -0.103 -0.951 -1.054 -0.2752 0.3128 0.1795 -0.09
C 0.628 -0.353 -2.070 0.1173 -0.0635 -0.1681 -0.22
C 1.434 -1.121 -2.889 0.0177 0.0973 -0.0149 -0.22
C 1.511 -2.487 -2.679 -0.0136 -0.0676 0.0063 -0.19
C 0.756 -3.079 -1.683 0.0304 -0.0638 -0.0663 -0.20
C -0.085 -2.333 -0.864 0.0502 0.1244 0.0416 -0.05
C -0.957 -3.013 0.146 0.0256 0.2075 0.0851 -0.64
C -0.396 2.241 1.514 -0.0831 0.5672 0.3765 0.28
N 0.299 3.009 2.325 0.3407 -0.4972 -0.2275 -0.44
C -0.558 3.947 2.784 -0.3952 0.1299 -0.0612 -0.09
C -1.803 3.753 2.249 0.0240 0.4381 0.2875 -0.11
N -1.688 2.666 1.437 0.1055 -0.2718 -0.1560 -0.51
H 2.086 1.385 1.460 0.1179 0.1529 0.1304 0.23
H 1.822 -0.136 0.445 -0.0211 -0.1359 -0.1159 0.21
H 0.566 0.715 -2.213 -0.0081 0.0849 0.0293 0.23
H 1.996 -0.656 -3.684 0.0696 0.0466 -0.0502 0.22
H 2.153 -3.092 -3.302 0.0578 -0.0851 -0.0524 0.22
H 0.817 -4.147 -1.529 -0.0210 -0.1019 -0.0133 0.21
H -1.951 -3.165 -0.276 -0.0964 -0.0453 0.0515 0.22
H -0.552 -3.981 0.423 0.0378 -0.1111 0.0335 0.22
H -1.068 -2.392 1.035 -0.0256 -0.1182 0.0306 0.23
H -0.218 4.697 3.468 -0.0945 0.2460 0.1654 0.21
H -2.722 4.290 2.371 -0.1638 0.0454 -0.0031 0.22
H -2.415 2.254 0.874 0.0531 0.0411 0.0220 0.43